18
Properties=species:S:1:pos:R:3:forces:R:3 method="wB97M-V/def2-TZVPD" orbital_gap_ev=9.8939 fmax_ev_per_a=6.2 e_tot_ev=-9462.42852 smiles="C[C@@]12CCC=C[C@H]1O2" e_above_lowest_kj_mol=591.6 spin_multiplicity=1
C -1.039864 0.120062 1.331596 -0.5 -1.4 4.1
C -1.015690 0.127656 -0.093118 -0.8 1.9 -4.5
C -0.358971 1.492728 -0.582907 1.4 -4.1 -2.7
C 1.227000 0.741392 -0.506139 -1.4 2.1 3.9
C 1.355936 -0.717436 0.194924 1.3 0.8 -1.0
C 0.547514 -1.717928 -0.084246 -2.8 3.0 -1.4
C -0.609799 -1.166299 -0.875637 -1.4 2.7 5.4
O -2.007872 -0.691295 -0.699987 0.1 -0.8 1.1
H -1.891541 0.549643 1.999784 0.7 -1.0 -2.0
H -0.218897 0.651839 1.763459 1.0 0.4 0.0
H -0.775147 -0.936539 1.550026 -0.9 0.6 1.0
H -0.584593 1.813396 -1.666367 0.4 -0.8 1.6
H -0.293305 2.368441 0.010292 -0.6 0.4 1.0
H 1.714917 1.539291 0.163887 0.2 -1.5 -1.3
H 1.512498 0.804580 -1.520650 0.9 -0.5 -0.8
H 2.162643 -1.127286 0.811789 0.7 1.4 -0.4
H 0.753062 -2.683201 0.045935 0.7 -3.8 1.1
H -0.477894 -1.169048 -1.842638 1.1 0.5 -5.1